Entry 1:
A structure of composition C41H53O5PS2SeSr at a distorted geometry. Source: the OMol25 dataset; level of theory: wB97M-V/def2-TZVPD.

The energy relative to the best compared isomer or geometry (same formula, charge and spin) comes out at 0.0 kJ/mol. Its orbital gap is 6.18 eV. Its spin multiplicity is 1. For the HOMO energy, the calculation gives -2.24 eV. For the LUMO energy, the calculation gives 0.1448 Ha. As for the total charge: -2.

Last column: Löwdin charge in e.
Element x y z (Å)
Sr: -1.121 1.960 -0.710  1.20
Se: -0.408 1.343 2.490  1.09
S: -3.027 4.187 -0.189  0.11
S: -3.942 3.306 -1.787  -0.01
P: -0.677 1.438 -3.888  1.01
O: -1.332 -0.301 0.105  -0.30
O: -5.355 3.115 -1.506  -0.44
O: -3.689 4.148 -2.965  -0.45
O: 1.242 1.902 -0.108  -0.31
O: -3.242 1.987 -1.972  -0.62
C: -3.927 2.465 -6.206  -0.09
C: -0.494 4.039 -2.948  -0.14
C: 3.485 -0.164 2.721  -0.20
C: -0.093 3.187 -3.978  -0.36
C: -0.038 5.350 -2.865  -0.06
C: -1.828 -2.372 6.190  -0.08
C: -1.605 -4.470 4.887  -0.06
C: 1.420 0.895 2.040  -0.40
C: -3.334 -4.195 0.049  -0.09
C: -2.214 -2.219 1.212  -0.09
C: -1.434 -1.075 3.654  -0.09
C: 0.478 0.636 -5.071  -0.28
C: 3.934 1.315 -0.820  -0.53
C: 2.174 0.203 2.977  -0.08
C: -2.043 -2.320 3.666  -0.20
C: -1.570 -0.935 1.195  -0.41
C: 1.943 1.284 0.776  -0.42
C: 0.770 3.713 -4.943  -0.10
C: 1.233 5.015 -4.864  -0.10
C: 5.391 0.866 -0.958  -0.09
C: -2.698 2.533 -5.565  -0.08
C: 3.138 0.667 -1.965  -0.05
C: 4.342 -0.963 3.702  -0.56
C: 3.580 -1.298 4.985  -0.08
C: -2.419 -2.852 2.424  0.00
C: -3.829 -3.350 5.099  -0.06
C: -3.069 0.339 -4.660  -0.11
C: -1.208 -0.406 2.459  -0.41
C: 5.594 -0.162 4.086  -0.06
C: -3.665 -1.892 -0.804  -0.04
C: -1.437 -3.027 -1.030  -0.05
C: -4.286 0.264 -5.313  -0.09
C: -2.659 -2.830 -0.118  -0.54
C: 3.312 0.927 0.525  -0.09
C: -2.255 1.463 -4.802  -0.38
C: -2.320 -3.111 4.944  -0.57
C: 0.836 5.841 -3.818  -0.09
C: 4.780 -2.287 3.052  -0.06
C: 3.905 2.844 -0.983  -0.05
C: -4.716 1.332 -6.092  -0.10
C: 4.018 0.224 1.485  0.00
H: -4.282 3.320 -6.769  0.10
H: 1.103 3.096 -5.771  0.09
H: 4.513 3.315 -0.206  0.08
H: 5.044 -0.048 1.271  0.09
H: -4.232 -3.896 4.245  0.07
H: 5.766 1.183 -1.935  0.08
H: 1.480 0.731 -4.649  0.02
H: -0.528 -4.323 4.779  0.08
H: -2.114 3.444 -5.619  0.10
H: 3.548 0.987 -2.930  0.07
H: -1.754 -3.428 -1.998  0.07
H: -3.239 -0.904 -0.970  0.07
H: -2.905 -3.819 2.421  0.09
H: -4.241 -4.125 0.654  0.08
H: -0.739 -3.736 -0.575  0.08
H: -1.949 -5.059 4.035  0.07
H: 2.883 3.211 -0.903  0.07
H: -0.925 -2.079 -1.184  0.07
H: -3.972 -2.313 -1.768  0.08
H: -1.792 -5.044 5.800  0.07
H: 6.026 1.317 -0.191  0.08
H: 6.222 -0.733 4.778  0.07
H: 5.309 0.776 4.566  0.09
H: 1.202 6.859 -3.752  0.09
H: 0.444 1.054 -6.079  0.03
H: 2.090 0.954 -1.903  0.06
H: 4.225 -1.874 5.655  0.08
H: 4.313 3.127 -1.959  0.08
H: -2.328 -1.408 6.300  0.08
H: -3.618 -4.569 -0.939  0.08
H: 5.389 -2.876 3.746  0.07
H: 3.904 -2.874 2.770  0.09
H: 5.366 -2.105 2.150  0.07
H: 5.489 -0.220 -0.897  0.08
H: -4.919 -0.604 -5.177  0.10
H: -0.752 -2.196 6.147  0.08
H: 6.192 0.082 3.206  0.07
H: 1.686 -0.054 3.909  0.09
H: -1.119 -0.586 4.567  0.08
H: 1.908 5.387 -5.625  0.09
H: -2.041 -2.972 7.080  0.08
H: 2.690 -1.892 4.773  0.08
H: -4.557 -1.778 -0.183  0.09
H: -1.240 3.786 -2.193  -0.02
H: 3.269 -0.391 5.507  0.08
H: -2.756 -0.454 -3.990  0.10
H: -0.396 5.969 -2.052  0.11
H: 0.228 -0.424 -5.129  0.03
H: 3.209 -0.423 -1.904  0.09
H: -4.037 -3.928 6.006  0.07
H: -4.356 -2.396 5.162  0.09
H: -5.683 1.297 -6.579  0.09
H: -2.665 -4.928 0.506  0.08

Entry 2:
A structure of composition C41H54AsNO5ScSi4Te at a distorted geometry. Source: the OMol25 dataset; level of theory: wB97M-V/def2-TZVPD.

The energy relative to the best compared isomer or geometry (same formula, charge and spin) comes out at 54.7 kJ/mol. Its orbital gap is 6.64 eV. Its spin multiplicity is 1. For the HOMO energy, the calculation gives -9.76 eV. For the LUMO energy, the calculation gives -0.1146 Ha. As for the total charge: +1.

Last column: Löwdin charge in e.
Element x y z (Å)
Te: 1.223 0.095 -0.881  0.57
As: 0.221 3.456 1.328  1.25
Sc: 0.471 -0.012 1.739  0.64
Si: 0.175 -1.909 -2.079  0.10
Si: -2.193 -2.256 -2.340  0.37
Si: 0.752 -1.427 -4.255  0.30
Si: 1.113 -4.063 -1.391  0.41
O: -1.654 0.404 1.311  -0.09
O: -0.400 -1.543 2.618  -0.16
O: -5.071 -5.364 3.495  0.09
O: -6.204 -3.799 2.449  0.10
O: 0.431 1.939 2.042  -0.53
N: -5.212 -4.303 2.919  -0.35
C: 0.761 -4.318 0.497  -0.20
C: 3.569 4.094 -1.736  -0.05
C: -3.056 -0.627 -2.351  -0.23
C: 0.454 -5.551 -2.394  -0.20
C: 4.460 1.120 2.655  -0.04
C: -0.335 6.869 3.459  -0.06
C: 2.969 -4.203 -1.734  -0.21
C: -3.914 -2.283 2.182  0.04
C: -2.414 -3.144 -4.020  -0.20
C: -0.326 6.476 4.812  -0.04
C: 1.509 3.867 0.058  -0.33
C: -1.525 3.067 -0.863  -0.15
C: -1.553 -3.447 3.273  0.02
C: 2.644 -1.036 -4.333  -0.22
C: 2.761 3.326 0.429  -0.09
C: 0.198 4.197 4.109  -0.07
C: -3.075 -3.340 -1.023  -0.18
C: 4.082 -0.033 1.946  -0.23
C: 2.986 -0.727 2.511  -0.11
C: 1.300 4.460 -1.188  -0.10
C: -2.784 -4.056 3.389  0.06
C: 0.202 4.639 2.785  -0.31
C: 3.766 1.525 3.782  -0.07
C: -1.511 -2.217 2.667  -0.32
C: 2.640 0.889 4.291  -0.07
C: -2.688 -1.616 2.111  -0.13
C: 2.340 -0.338 3.713  -0.13
C: 2.316 4.551 -2.088  -0.07
C: -3.917 3.402 -0.755  -0.04
C: 0.637 -2.837 -5.537  -0.18
C: -1.463 3.436 0.421  -0.32
C: -2.750 3.084 -1.499  -0.05
C: -3.965 -3.507 2.823  -0.11
C: -3.797 3.802 0.590  -0.06
C: -0.007 5.151 5.082  -0.08
C: -2.539 3.969 1.193  -0.05
C: -2.666 -0.299 1.508  -0.12
C: -0.239 0.068 -4.774  -0.22
C: 3.858 3.571 -0.458  -0.03
C: 4.804 -0.419 0.668  -0.03
C: -0.004 5.983 2.455  -0.10
H: 3.160 -3.997 -2.733  -0.02
H: 2.706 -1.695 2.122  0.10
H: 0.992 -6.483 -2.025  0.07
H: 0.009 4.852 6.148  0.12
H: -0.653 -3.935 3.675  0.14
H: 2.863 -0.257 -3.587  -0.01
H: -2.661 -4.319 -0.773  0.03
H: 3.612 -3.475 -1.134  0.05
H: -3.204 -0.315 -1.306  0.01
H: 0.323 0.557 -5.619  0.05
H: -2.944 2.673 -2.476  0.10
H: -0.590 7.078 5.660  0.11
H: -0.407 7.934 3.173  0.12
H: -1.694 -3.935 -4.173  0.01
H: -4.722 4.045 1.082  0.10
H: 0.991 -5.362 0.683  0.03
H: 4.051 2.478 4.141  0.10
H: 1.099 -3.722 -5.208  0.00
H: 4.690 0.370 -0.050  0.06
H: 3.320 -1.863 -4.250  0.01
H: 3.255 -5.203 -1.507  0.02
H: -2.948 -4.973 3.830  0.10
H: 4.404 4.254 -2.368  0.10
H: -3.644 0.025 1.140  0.14
H: -4.808 -1.953 1.641  0.14
H: 0.589 -5.296 -3.422  0.00
H: -0.623 2.659 -1.406  0.09
H: -2.354 -2.449 -4.832  0.01
H: 5.318 1.690 2.333  0.12
H: 2.804 -0.570 -5.319  0.03
H: -4.038 -3.594 -1.373  0.02
H: -0.319 -4.294 0.655  0.01
H: -0.457 0.806 -3.931  0.04
H: 0.293 3.158 4.384  0.09
H: 1.269 -3.601 1.106  -0.01
H: 4.485 -1.357 0.239  0.07
H: -2.505 0.171 -2.962  0.04
H: -4.091 -0.726 -2.771  0.06
H: -3.354 -3.728 -3.964  0.05
H: -0.372 -3.001 -5.818  0.00
H: 4.812 3.176 -0.176  0.10
H: -0.595 -5.652 -2.197  0.00
H: 2.081 1.431 5.082  0.13
H: -2.443 4.256 2.236  0.11
H: 1.227 -2.448 -6.355  0.03
H: 5.854 -0.475 0.832  0.08
H: 0.273 4.912 -1.437  0.14
H: 1.634 -1.031 4.113  0.10
H: -0.184 6.280 1.399  0.13
H: -3.000 -2.712 -0.090  0.01
H: 2.901 2.791 1.356  0.08
H: -4.890 3.299 -1.209  0.11
H: 2.251 5.044 -3.018  0.11
H: -1.148 -0.288 -5.157  -0.01

Entry 3:
A structure of composition C41H54BaClN7O4P2S3Sb at a distorted geometry. Source: the OMol25 dataset; level of theory: wB97M-V/def2-TZVPD.

The energy relative to the best compared isomer or geometry (same formula, charge and spin) comes out at 26.2 kJ/mol. Its orbital gap (spin up / spin down) is 5.37 / 6.23 eV. Its spin multiplicity is 2. For the HOMO energy (spin up / spin down), the calculation gives -1.63 / -2.50 eV. For the LUMO energy (spin up / spin down), the calculation gives 0.1373 / 0.1373 Ha. As for the total charge: -2.

Last column: Löwdin charge in e.
Element x y z (Å)
Ba: 0.540 -2.209 -0.524  1.28
Sb: 2.041 -5.663 0.170  -0.02
Cl: -3.959 2.033 -4.710  0.79
S: -0.160 -5.216 -0.532  -0.35
S: 3.187 -3.617 0.109  -0.38
S: 3.079 -7.436 -0.830  -0.38
P: -1.956 -2.798 1.558  0.97
P: 2.265 0.137 1.612  1.06
O: -0.485 -0.196 -6.803  0.10
O: 0.608 -1.714 -2.786  -0.38
O: 0.698 -1.412 -4.989  0.03
O: -2.243 1.135 -6.981  0.03
N: -0.744 -0.053 1.415  -0.02
N: -1.525 -0.058 -2.594  0.19
N: 3.416 2.174 -4.847  -0.09
N: 1.773 1.198 -3.338  -0.07
N: 2.475 3.504 -3.030  -0.08
N: -2.545 0.796 -2.812  -0.07
N: 4.019 1.670 -2.540  -0.08
C: -0.251 1.202 1.083  -0.34
C: -1.866 -0.092 2.177  -0.34
C: -4.265 -3.290 0.106  -0.13
C: 2.968 3.498 -4.409  -0.19
C: -3.497 0.976 3.687  -0.12
C: 4.859 -0.310 0.637  -0.14
C: -0.996 -0.301 -3.778  -0.13
C: -4.821 2.175 0.419  -0.08
C: -3.332 1.272 -1.721  -0.21
C: 3.558 3.012 -2.170  -0.18
C: -2.628 -1.300 2.335  -0.33
C: -2.346 1.022 2.936  -0.06
C: 3.926 0.826 1.065  -0.56
C: 0.199 -1.219 -3.862  -0.58
C: -1.498 0.467 -6.295  -0.53
C: -3.790 -1.304 3.103  -0.15
C: -4.375 3.072 -0.542  -0.09
C: -1.684 0.397 -4.813  -0.05
C: 0.712 3.785 0.414  -0.12
C: 2.864 0.759 -2.466  -0.16
C: 4.660 1.773 2.014  -0.13
C: 3.252 -0.913 3.989  -0.12
C: -2.675 1.073 -4.130  -0.58
C: -1.661 -3.419 4.362  -0.12
C: -4.167 -4.665 2.213  -0.12
C: 0.386 -3.332 2.925  -0.17
C: -4.503 0.828 0.317  -0.07
C: 1.127 1.511 1.194  -0.31
C: 1.362 2.542 -2.938  -0.15
C: -4.268 -0.182 3.764  -0.14
C: -0.629 3.460 0.221  -0.09
C: 1.057 0.301 4.182  -0.11
C: -1.101 -3.681 2.967  -0.54
C: -1.091 2.203 0.548  -0.05
C: 2.407 0.251 3.472  -0.55
C: -3.351 -3.953 1.136  -0.57
C: -3.758 0.369 -0.760  0.00
C: 4.468 1.720 -3.932  -0.18
C: 2.282 1.248 -4.711  -0.17
C: -3.614 2.625 -1.612  -0.07
C: 1.563 2.804 0.892  -0.13
H: 5.508 2.227 1.492  0.08
H: 4.267 -0.902 3.588  0.05
H: 0.869 -3.738 2.038  -0.05
H: -5.385 2.526 1.273  0.10
H: -1.320 4.191 -0.185  0.10
H: -1.786 1.947 2.915  0.10
H: -4.919 -4.016 2.664  0.06
H: 1.477 1.570 -5.377  0.13
H: 2.168 3.833 -5.073  0.12
H: -3.799 1.867 4.230  0.09
H: 3.805 4.198 -4.486  0.12
H: 4.035 2.578 2.403  0.06
H: 3.197 2.991 -1.144  0.09
H: 0.555 2.877 -3.596  0.13
H: -4.341 -2.229 3.195  0.07
H: -5.178 -0.221 4.350  0.08
H: -1.544 -2.367 4.634  0.07
H: -2.723 -3.653 4.447  0.05
H: 2.591 0.247 -5.009  0.12
H: 5.126 -0.952 1.479  0.06
H: 0.541 -2.250 2.923  0.03
H: 4.403 3.705 -2.237  0.12
H: 5.781 0.104 0.219  0.07
H: -2.136 1.961 0.418  0.08
H: 1.092 4.768 0.164  0.09
H: 0.989 2.519 -1.910  0.11
H: -5.009 -4.001 -0.263  0.07
H: 4.792 0.722 -4.235  0.13
H: -4.702 -5.506 1.761  0.07
H: -3.224 3.317 -2.345  0.10
H: 4.400 -0.953 -0.111  0.02
H: 0.466 1.159 3.866  0.06
H: 2.520 0.721 -1.429  0.10
H: -3.478 -0.672 -0.838  0.10
H: 5.319 2.404 -4.003  0.12
H: 0.459 -0.590 4.000  0.05
H: 5.064 1.228 2.870  0.07
H: -4.594 4.128 -0.446  0.10
H: -4.801 -2.442 0.543  0.06
H: -1.209 -4.742 2.715  0.10
H: -1.119 -4.020 5.098  0.07
H: 1.221 0.381 5.262  0.08
H: 0.033 -0.710 -6.074  0.04
H: -3.540 -5.069 3.008  0.06
H: 3.691 1.382 0.152  0.05
H: 2.919 1.192 3.690  0.08
H: -3.695 -2.931 -0.753  0.06
H: 3.171 -0.245 -2.768  0.14
H: -4.803 0.140 1.097  0.09
H: 3.320 -0.871 5.081  0.07
H: 0.913 -3.747 3.790  0.08
H: 2.805 -1.871 3.713  0.07
H: -2.768 -4.723 0.615  0.05
H: 2.610 3.049 1.017  0.07

Entry 4:
A structure of composition C41H56HfN8S2SeSi at a distorted geometry. Source: the OMol25 dataset; level of theory: wB97M-V/def2-TZVPD.

The energy relative to the best compared isomer or geometry (same formula, charge and spin) comes out at 0.0 kJ/mol. Its orbital gap is 6.46 eV. Its spin multiplicity is 1. For the HOMO energy, the calculation gives -12.10 eV. For the LUMO energy, the calculation gives -0.2073 Ha. As for the total charge: +2.

Last column: Löwdin charge in e.
Element x y z (Å)
Hf: 0.744 -0.949 0.943  1.04
Se: 0.038 -1.077 -1.694  0.79
S: 2.982 -1.879 0.228  0.60
S: 0.605 -3.790 0.789  0.83
Si: 2.627 0.478 2.551  0.67
N: 3.057 0.485 -1.114  0.01
N: -0.366 1.171 0.895  0.00
N: 0.434 -1.933 3.231  -0.15
N: 4.684 -1.083 -1.562  0.12
N: -1.090 1.177 -2.970  0.00
N: -2.679 -0.100 -2.179  0.00
N: -1.654 -1.617 1.628  -0.15
N: 1.991 0.745 -0.288  -0.22
C: 0.127 2.079 -6.689  -0.10
C: 3.605 -0.702 -0.870  -0.80
C: -3.870 3.257 -4.239  -0.05
C: 1.005 -4.242 2.529  -0.39
C: -0.377 0.825 -5.960  -0.24
C: 2.865 4.498 3.647  -0.07
C: -2.108 -3.656 -3.882  -0.09
C: 0.221 1.513 -3.558  -0.13
C: 3.146 3.207 3.247  -0.11
C: 4.336 -1.519 3.625  -0.15
C: -0.328 3.557 0.519  0.03
C: 1.652 2.015 -0.176  -0.32
C: 2.641 -0.871 5.187  -0.13
C: -1.595 1.433 1.369  -0.16
C: 2.600 3.062 -0.584  -0.02
C: -1.192 -3.931 0.549  -0.41
C: -2.307 2.605 1.397  -0.01
C: -3.302 0.978 -2.847  -0.13
C: -3.947 -1.983 -3.058  -0.14
C: -1.890 -1.379 3.066  -0.17
C: 0.973 2.455 3.924  -0.15
C: 1.355 -3.054 3.369  -0.31
C: -4.634 1.324 -2.981  0.01
C: 2.181 2.203 3.253  -0.33
C: 3.266 -0.655 3.959  -0.34
C: -2.523 2.905 -4.127  0.02
C: 0.673 3.697 4.376  -0.08
C: -2.910 -2.363 -4.164  -0.22
C: -4.919 2.515 -3.669  -0.04
C: 0.298 2.286 0.412  -0.17
C: 0.471 0.560 -4.716  -0.20
C: -2.280 1.778 -3.358  -0.15
C: -2.194 -2.929 1.170  -0.20
C: -3.274 -1.357 -1.829  -0.17
C: 4.113 -2.742 5.643  -0.08
C: 4.758 -2.512 4.466  -0.09
C: -1.580 3.714 1.057  -0.02
C: -0.880 -2.202 3.852  -0.13
C: 1.614 4.739 4.160  -0.06
C: 3.143 -1.852 6.061  -0.07
C: -1.350 0.090 -2.275  -0.56
H: -1.423 0.931 -5.658  0.09
H: -4.758 -1.387 -3.489  0.11
H: -0.922 -2.014 4.891  0.13
H: 0.423 2.881 -6.048  0.05
H: -5.939 2.943 -3.739  0.13
H: 2.535 3.399 -1.643  0.11
H: -1.676 -0.349 3.239  0.10
H: -2.004 4.667 1.138  0.11
H: -1.417 -3.865 -4.693  0.08
H: 2.469 3.851 0.167  0.09
H: -3.257 2.604 1.896  0.12
H: 5.549 -3.131 4.091  0.11
H: 1.027 1.904 -7.269  0.08
H: -4.099 4.180 -4.711  0.11
H: 1.343 5.725 4.494  0.10
H: 0.320 1.623 4.156  0.09
H: -2.715 -3.430 2.050  0.15
H: 1.012 1.450 -2.825  0.09
H: 2.395 -2.725 3.147  0.09
H: -2.109 -0.887 1.075  0.07
H: 1.829 -4.951 2.403  0.10
H: -4.030 -1.258 -1.036  0.13
H: -1.788 3.380 -4.756  0.11
H: 4.383 -3.635 6.202  0.12
H: 0.340 -0.462 -4.312  0.07
H: 0.136 2.566 -3.837  0.12
H: -1.475 -4.940 0.837  0.09
H: -2.821 -4.456 -3.791  0.07
H: -0.341 -0.095 -6.639  0.14
H: 0.903 -1.162 3.725  0.05
H: 1.871 -0.224 5.579  0.10
H: -2.495 -2.004 -1.468  0.04
H: 4.128 2.982 2.899  0.09
H: -0.158 3.871 4.997  0.09
H: 0.100 -4.793 2.862  0.09
H: 3.586 2.622 -0.415  0.08
H: -3.361 -2.573 -5.153  0.12
H: -2.142 0.575 1.685  0.06
H: 4.825 -1.273 2.711  0.07
H: 1.410 -3.568 4.376  0.16
H: 5.046 -0.457 -2.243  0.11
H: -2.163 -1.600 -4.396  0.09
H: 4.820 -2.068 -1.652  0.09
H: -2.959 -2.761 0.438  0.09
H: 2.631 -1.951 7.002  0.11
H: -1.239 -3.884 -0.493  0.01
H: -0.592 2.429 -7.445  0.09
H: 3.846 0.747 1.790  -0.01
H: -2.910 -1.599 3.309  0.13
H: -1.565 -3.584 -2.947  0.03
H: 0.267 4.404 0.185  0.13
H: -4.411 -2.900 -2.737  0.11
H: -5.475 0.701 -2.628  0.13
H: 3.632 5.250 3.612  0.11
H: 1.537 0.618 -5.002  0.13
H: -1.074 -3.288 3.752  0.12